Record 1
A cluster of 5 separate species, C9H21NO4 in total in a non-equilibrium geometry. Source: the OMol25 dataset; level of theory: ωB97M-V/def2-TZVPD.

Results
Expectation value of S²: 0.75
Spin multiplicity: 2
Max |F|, Eh/bohr: 0.0554
Charge: +1
E_LUMO (alpha / beta), Ha: -0.1066 / -0.3561

Each line ends with the Löwdin charge.
Cartesian coordinates (Å):
N1 2.685 -3.507 1.636  0.0735
C1 2.043 -2.964 0.553  -0.1406
C2 2.034 -1.622 0.268  -0.1021
C3 2.709 -0.808 1.136  -0.0837
C4 3.479 -1.332 2.209  -0.0691
C5 3.370 -2.657 2.448  -0.1566
H1 1.628 -3.611 -0.205  0.0987
H2 1.511 -1.099 -0.519  0.0852
H3 2.550 0.259 1.173  0.0948
H4 4.061 -0.664 2.827  0.1045
H5 3.996 -3.058 3.232  0.1064
C6 0.946 1.856 -1.581  -0.1787
O1 2.343 1.815 -1.372  -0.1011
H6 0.589 1.022 -2.185  0.0736
H7 0.463 1.861 -0.604  0.0683
H8 0.755 2.816 -2.060  0.0778
H9 2.732 1.392 -2.142  0.0874
C7 -2.651 3.208 -1.395  0.0327
O2 -2.665 2.362 -2.518  0.2546
H10 -3.510 2.936 -0.781  0.1691
H11 -1.765 3.140 -0.765  0.1272
H12 -2.961 4.217 -1.666  0.1345
H13 -2.222 1.554 -2.247  0.0699
C8 -1.852 -0.917 -2.036  -0.0829
O3 -1.935 0.229 -1.144  -0.1439
H14 -1.640 -0.673 -3.077  0.0882
H15 -1.050 -1.600 -1.754  0.0860
H16 -2.752 -1.531 -2.045  0.0906
H17 -1.789 -0.054 -0.238  0.0500
C9 -2.172 -0.611 2.577  -0.0920
O4 -1.256 -0.008 1.611  -0.1561
H18 -1.575 -1.133 3.325  0.0862
H19 -2.734 0.147 3.122  0.0803
H20 -2.815 -1.330 2.070  0.0858
H21 -0.552 0.368 2.146  0.0816

---

Record 2
The ion C9H21NP with charge +1 in a non-equilibrium geometry. Source: the OMol25 dataset; level of theory: ωB97M-V/def2-TZVPD.

Results
Relative energy (zero: lowest compared OMol25 entry of this formula, charge and spin), kcal/mol: 71.8
Max |F|, Eh/bohr: 0.0748
SMILES: CC[C@@H]1C[C@@H](C)C([NH3+])=[PH2][C@H]1C
Charge: +1
E_LUMO, Ha: -0.1253

Each line ends with the Löwdin charge.
Cartesian coordinates (Å):
C1 -0.434 1.126 -3.431  -0.0907
C2 0.052 0.233 -2.232  -0.2353
C3 -0.086 0.806 -0.803  -0.3690
C4 0.979 0.292 0.114  -0.2009
C5 1.033 -1.214 0.408  -0.4537
C6 2.397 -1.761 0.830  -0.0899
C7 -0.045 -1.715 1.461  -0.3839
N1 0.311 -1.158 2.812  0.0891
P1 -1.581 -0.840 0.812  1.0781
C8 -1.544 0.783 -0.159  -0.4371
C9 -1.578 1.964 0.783  -0.1357
H1 -1.480 1.500 -3.078  0.0957
H2 -0.599 0.681 -4.435  0.0778
H3 0.287 1.948 -3.595  0.0737
H4 1.061 -0.186 -2.483  0.1245
H5 -0.588 -0.674 -2.278  0.0988
H6 0.179 1.961 -0.940  0.1757
H7 2.048 0.486 -0.220  0.1441
H8 0.978 0.871 1.142  0.1347
H9 0.719 -1.920 -0.393  0.1338
H10 3.175 -1.790 -0.007  0.1156
H11 2.399 -2.707 1.411  0.0907
H12 2.882 -1.041 1.544  0.0850
H13 1.252 -1.608 3.067  0.1851
H14 -0.540 -1.339 3.308  0.1259
H15 0.352 -0.116 2.639  0.1339
H16 -2.639 -0.495 1.618  0.0109
H17 -1.947 -1.725 -0.316  0.0701
H18 -2.276 0.657 -0.941  0.1015
H19 -0.847 1.790 1.517  0.0249
H20 -2.566 2.166 1.372  0.1164
H21 -1.353 3.023 0.472  0.1101

---

Record 3
A structure of composition C9H21O10V in a non-equilibrium geometry. Source: the OMol25 dataset; level of theory: ωB97M-V/def2-TZVPD.

Results
Relative energy (zero: lowest compared OMol25 entry of this formula, charge and spin), kcal/mol: 0.0
Expectation value of S²: 2.01
Spin multiplicity: 3
Max |F|, Eh/bohr: 0.0397
E_LUMO (alpha / beta), Ha: 0.0211 / 0.0209

Each line ends with the Löwdin charge.
Cartesian coordinates (Å):
V1 -0.530 -0.232 -0.687  1.0048
O1 -1.086 -0.165 1.200  -0.3849
H1 -1.951 -0.372 1.551  -0.0065
O2 0.551 -0.272 -2.286  -0.3837
H2 0.780 -0.607 -3.147  -0.0236
O3 -2.201 -0.849 -1.356  -0.3547
H3 -2.699 -1.625 -1.599  -0.0100
C1 -1.154 3.018 1.406  -0.0191
O4 -2.306 3.007 0.564  0.0477
C2 -2.212 2.406 -0.602  -0.5928
O5 -1.265 1.792 -1.037  0.0288
O6 -3.320 2.584 -1.276  0.0459
C3 -3.377 1.887 -2.537  -0.0084
H4 -0.318 2.525 0.927  0.0693
H5 -1.388 2.472 2.316  0.0962
H6 -0.923 4.059 1.625  0.0993
H7 -4.126 2.410 -3.125  0.0936
H8 -3.688 0.861 -2.359  0.0833
H9 -2.411 1.903 -3.028  0.0998
C4 3.001 1.798 -1.537  0.0049
O7 3.263 1.579 -0.127  0.0444
C5 2.278 1.058 0.564  -0.5872
O8 1.201 0.756 0.117  0.0152
O9 2.615 0.931 1.831  0.0447
C6 1.612 0.345 2.653  -0.0173
H10 3.322 0.925 -2.094  0.0977
H11 3.562 2.688 -1.800  0.0935
H12 1.939 1.935 -1.720  0.0841
H13 0.619 0.722 2.408  0.0671
H14 1.882 0.566 3.678  0.0996
H15 1.578 -0.734 2.498  0.0763
C7 0.904 -4.532 -0.298  -0.0010
C8 0.481 -3.254 0.360  -0.4450
O10 0.064 -2.332 -0.294  0.0249
C9 0.548 -3.183 1.854  -0.0075
H16 0.569 -4.544 -1.332  0.0905
H17 0.526 -5.403 0.236  0.0864
H18 1.997 -4.592 -0.269  0.0964
H19 -0.151 -3.906 2.285  0.0975
H20 0.266 -2.193 2.209  0.0551
H21 1.546 -3.430 2.227  0.0950

---

Record 4
An isolated molecule of C9H21O5P in a non-equilibrium geometry. Source: the OMol25 dataset; level of theory: ωB97M-V/def2-TZVPD.

Results
Relative energy (zero: lowest compared OMol25 entry of this formula, charge and spin), kcal/mol: 157.2
Max |F|, Eh/bohr: 0.0655
SMILES: COCCCCCOCCOCP(O)O
E_LUMO, Ha: 0.0228

Each line ends with the Löwdin charge.
Cartesian coordinates (Å):
C1 3.840 -3.016 0.022  -0.1336
O1 4.024 -1.588 -0.290  -0.2853
C2 3.117 -0.741 0.553  -0.1989
C3 3.680 0.828 0.473  -0.1663
C4 3.237 1.600 -0.904  -0.2173
C5 1.803 2.390 -0.829  -0.1752
C6 0.511 1.419 -0.460  -0.2224
O2 0.421 1.053 0.962  -0.2202
C7 -0.970 0.929 1.423  -0.1619
C8 -1.950 0.044 0.452  -0.1911
O3 -3.284 -0.263 1.070  -0.2654
C9 -4.203 -0.285 -0.104  -0.3706
P1 -5.809 -1.328 0.237  0.9301
O4 -7.166 -0.189 0.235  -0.3659
O5 -6.043 -2.241 -1.252  -0.3742
H1 4.894 -3.414 0.399  0.1049
H2 3.498 -3.642 -0.929  0.0996
H3 2.993 -3.114 0.839  0.0919
H4 3.167 -1.107 1.677  0.1308
H5 2.038 -0.851 0.082  0.1186
H6 4.867 0.714 0.421  0.1201
H7 3.473 1.434 1.466  0.1220
H8 4.066 2.432 -1.118  0.1147
H9 3.266 0.885 -1.852  0.1280
H10 1.586 2.786 -1.935  0.1187
H11 1.807 3.353 -0.151  0.1220
H12 -0.440 1.980 -0.880  0.1227
H13 0.565 0.395 -1.066  0.1335
H14 -0.939 0.368 2.469  0.1465
H15 -1.444 1.987 1.624  0.1419
H16 -2.212 0.731 -0.488  0.1141
H17 -1.517 -0.990 0.114  0.1479
H18 -4.471 0.812 -0.452  0.1131
H19 -3.621 -0.900 -0.944  0.1113
H20 -6.800 0.757 0.219  0.0587
H21 -5.983 -3.229 -1.084  0.0570

---

Record 5
A cluster of 3 separate species, C9H21PS in total in a non-equilibrium geometry. Source: the OMol25 dataset; level of theory: ωB97M-V/def2-TZVPD.

Results
Relative energy (zero: lowest compared OMol25 entry of this formula, charge and spin), kcal/mol: 69.1
Max |F|, Eh/bohr: 0.0866
E_LUMO, Ha: 0.0297

Each line ends with the Löwdin charge.
Cartesian coordinates (Å):
C1 -0.334 1.750 2.093  -0.3235
C2 -0.765 1.118 -1.070  -0.8611
C3 0.327 0.895 2.850  -0.0158
C4 0.460 -3.356 -1.626  -0.0330
C5 1.634 -2.130 0.233  -0.0580
C6 0.545 0.531 -1.082  -0.3647
C7 0.702 -0.846 -1.670  -0.2394
C8 0.162 2.893 1.349  -0.3976
C9 0.473 -2.005 -0.776  -0.4378
P1 -0.491 2.883 -0.461  0.9410
S1 -2.087 0.015 -0.473  0.7695
H1 -1.404 1.591 2.170  0.0788
H2 -0.909 1.382 -2.098  0.0520
H3 -0.177 0.127 3.471  0.0693
H4 1.412 0.846 2.885  0.0603
H5 -1.635 -0.239 0.643  -0.2085
H6 0.654 -4.123 -0.893  0.0601
H7 -0.394 -3.375 -2.284  0.0763
H8 1.341 -3.303 -2.198  0.0570
H9 2.550 -1.705 -0.354  0.1205
H10 1.708 -3.213 0.361  0.0549
H11 1.486 -1.733 1.242  0.0637
H12 1.253 1.222 -1.552  0.1125
H13 0.884 0.450 -0.029  0.1046
H14 0.132 -0.911 -2.548  0.1057
H15 1.701 -0.892 -1.993  0.0953
H16 -0.129 3.826 1.763  0.0632
H17 1.222 2.874 1.326  0.0581
H18 -0.425 -1.879 -0.294  0.0400
H19 -1.835 3.119 0.038  -0.0741
H20 -3.716 1.972 0.762  -0.0107
H21 -4.344 2.216 0.215  0.0414

---

Record 6
A cluster of 2 separate species, C9H22BN2O4 in total in a non-equilibrium geometry. Source: the OMol25 dataset; level of theory: ωB97M-V/def2-TZVPD.

Results
Max |F|, Eh/bohr: 0.0616
Charge: -1
E_LUMO, Ha: 0.0963

Each line ends with the Löwdin charge.
Cartesian coordinates (Å):
C1 2.911 -1.181 -0.503  -0.0763
B1 1.821 -1.243 -1.707  -0.6626
O1 1.305 -2.512 -2.205  -0.0005
N1 1.384 0.006 -2.327  0.0205
O2 -0.065 0.030 -2.220  -0.2842
C2 -0.481 1.377 -2.277  -0.2564
C3 -1.195 1.872 -0.954  -0.3218
C4 -0.140 2.808 -0.213  -0.0985
C5 -1.529 0.717 0.047  -0.1611
C6 -2.873 -0.049 -0.232  -0.3642
C7 -2.639 -1.575 0.166  -0.0876
C8 -3.322 -0.050 -1.733  -0.1046
H1 2.557 -1.748 0.390  0.0204
H2 3.901 -1.626 -0.794  0.0403
H3 3.088 -0.131 -0.183  0.0351
H4 0.942 -2.986 -1.444  0.0453
H5 0.328 2.071 -2.610  0.1023
H6 -1.268 1.434 -3.091  0.0961
H7 -2.085 2.492 -1.236  0.1196
H8 0.849 2.289 -0.323  0.0766
H9 -0.047 3.810 -0.685  0.0642
H10 -0.320 2.855 0.891  0.0565
H11 -0.648 0.042 0.157  0.1133
H12 -1.646 1.204 1.054  0.1027
H13 -3.737 0.296 0.379  0.1134
H14 -3.404 -1.901 0.914  0.0594
H15 -2.696 -2.260 -0.711  0.0695
H16 -1.646 -1.745 0.642  0.0657
H17 -4.341 -0.500 -1.861  0.0724
H18 -3.337 0.948 -2.218  0.0579
H19 -2.627 -0.719 -2.300  0.0822
C9 3.049 -0.521 4.529  0.0319
N2 2.918 -0.647 3.055  -0.4463
O3 1.858 -1.048 2.628  0.0701
O4 3.886 -0.336 2.397  0.0690
H20 2.116 -0.830 4.989  0.0892
H21 3.868 -1.166 4.841  0.0946
H22 3.264 0.522 4.750  0.0957